ORCA calculation (ωB97M-V with the def2-TZVPD basis set) on 5 unconnected molecules or ions with the total composition C44H96N5O3.

Each line ends with the Mulliken charge.
Atoms and positions in Å:
N  -0.29119  -0.29090  -0.97851  0.634
O  0.19905  -0.00045  -2.08878  -0.723
O  -1.35586  0.28542  -0.60379  -0.541
O  0.25094  -1.13750  -0.24127  -0.518
C  0.89557  6.72781  5.17268  -1.244
C  1.04972  5.21645  5.24288  -0.598
C  0.50113  4.50236  4.00778  -0.559
C  0.72069  3.01987  4.04924  -1.135
N  -0.07895  2.25288  3.02733  1.030
C  -1.55695  2.47703  3.27309  -0.868
C  -2.18690  1.14725  2.95802  -0.124
C  -1.23311  0.19244  3.64018  -0.738
C  0.11841  0.76055  3.20519  -0.287
C  0.25271  2.65196  1.60084  0.104
C  1.73510  2.61084  1.34962  -0.575
C  2.14059  2.61576  -0.13800  -1.672
H  0.52971  7.14312  6.10655  0.355
H  0.16519  7.00589  4.40642  0.361
H  1.83345  7.21100  4.90690  0.310
H  0.52262  4.86024  6.13496  0.322
H  2.09293  4.92600  5.39592  0.367
H  0.96572  4.98071  3.13035  0.302
H  -0.53873  4.82190  3.86027  0.386
H  0.42840  2.62048  5.02038  0.577
H  1.76874  2.80293  3.85342  0.541
H  -1.94586  3.29834  2.67651  0.322
H  -1.68193  2.75373  4.31901  0.592
H  -2.16566  0.98061  1.87858  -0.264
H  -3.24271  1.07802  3.21900  0.525
H  -1.37514  -0.82886  3.29680  0.383
H  -1.35363  0.27146  4.72110  0.375
H  0.41407  0.33838  2.24755  0.042
H  0.87142  0.56008  3.96326  0.308
H  -0.12442  3.66988  1.50284  0.531
H  -0.30691  1.96060  0.97167  -0.534
H  2.16677  1.73083  1.84476  0.590
H  2.27298  3.43449  1.82726  0.231
H  1.98751  3.61751  -0.53623  0.506
H  1.57727  1.85907  -0.68648  0.317
H  3.20690  2.40234  -0.20393  0.392
C  -0.67620  -5.86240  1.67998  -1.398
C  -1.20688  -4.49893  1.29162  -0.813
C  -1.01303  -4.14236  -0.18231  0.356
C  -1.63728  -5.16517  -1.12349  -1.021
N  -2.23592  -4.58302  -2.37293  0.744
C  -3.41804  -3.65268  -2.05503  -1.023
C  -2.96494  -2.27993  -2.46968  0.259
C  -2.03236  -2.53268  -3.66281  -0.713
C  -1.25845  -3.71881  -3.14233  -0.511
C  -2.70486  -5.69501  -3.27899  -1.000
C  -3.70163  -6.68467  -2.69728  -0.173
C  -4.03276  -7.77770  -3.70981  -1.394
H  -0.37346  -5.87758  2.72685  0.411
H  0.20892  -6.10848  1.08476  0.344
H  -1.36461  -6.70145  1.56428  0.315
H  -0.63205  -3.76907  1.86663  0.270
H  -2.25743  -4.39085  1.56925  0.361
H  0.02837  -3.96590  -0.44961  0.472
H  -1.48035  -3.15723  -0.28111  -0.353
H  -2.41941  -5.72711  -0.62558  0.669
H  -0.87102  -5.85246  -1.48562  0.255
H  -4.27074  -4.03868  -2.60890  0.575
H  -3.64796  -3.78696  -0.99938  0.269
H  -3.75131  -1.56942  -2.71877  0.452
H  -2.44415  -1.76401  -1.66022  -0.349
H  -2.60082  -2.78868  -4.55434  0.412
H  -1.37836  -1.66904  -3.76105  0.437
H  -0.71760  -4.32487  -3.86738  0.379
H  -0.49973  -3.38622  -2.43432  0.124
H  -1.80538  -6.16967  -3.66602  0.523
H  -3.21438  -5.19736  -4.11080  0.328
H  -4.59146  -6.17988  -2.31000  0.452
H  -3.28548  -7.14252  -1.79313  0.294
H  -4.78968  -7.42477  -4.41540  0.350
H  -4.48015  -8.62547  -3.20008  0.395
H  -3.16252  -8.05965  -4.29787  0.354
C  -5.56908  7.82803  -1.56949  -1.335
C  -5.05960  6.77788  -2.57070  -0.619
C  -4.73051  5.46063  -1.91316  -0.225
C  -3.91062  4.57809  -2.81453  -1.403
N  -3.34512  3.32887  -2.19898  1.166
C  -2.26307  3.70791  -1.23203  -0.556
C  -0.91911  3.59694  -1.94428  0.578
C  -1.27705  3.29524  -3.40084  -1.298
C  -2.61047  2.59027  -3.31692  -0.598
C  -4.41200  2.56346  -1.53167  -0.744
C  -5.54031  2.11869  -2.42178  -0.568
C  -6.47691  1.15791  -1.69482  -1.404
H  -5.95055  8.69157  -2.10824  0.419
H  -4.76635  8.16496  -0.91009  0.338
H  -6.37039  7.42392  -0.94949  0.316
H  -4.21909  7.20430  -3.13082  0.359
H  -5.82931  6.71156  -3.34857  0.369
H  -5.65282  4.95336  -1.61959  0.333
H  -4.19182  5.68692  -0.98620  0.293
H  -3.08585  5.11748  -3.28200  0.562
H  -4.49108  4.24974  -3.68157  0.489
H  -2.28764  3.01632  -0.38771  0.071
H  -2.49644  4.69361  -0.84197  0.133
H  -0.39990  2.68865  -1.63644  -0.816
H  -0.27635  4.45897  -1.79982  0.740
H  -0.53022  2.67286  -3.89703  0.594
H  -1.30884  4.16160  -4.06773  0.301
H  -2.48736  1.56401  -2.96426  0.288
H  -3.25134  2.65224  -4.18793  0.540
H  -4.72723  3.18839  -0.69134  0.666
H  -3.89001  1.73842  -1.02895  0.300
H  -5.15662  1.62270  -3.32077  0.294
H  -6.10153  2.97110  -2.81389  0.327
H  -5.97023  0.21410  -1.49796  0.259
H  -7.31415  0.91379  -2.34643  0.422
H  -6.84796  1.55183  -0.75103  0.369
C  5.61879  -5.30136  3.63364  -1.343
C  5.48523  -4.81490  2.19334  -0.402
C  5.87647  -3.33422  2.05500  -0.560
C  5.55239  -2.80436  0.66466  -1.199
N  5.69605  -1.32997  0.49294  0.636
C  5.43903  -0.99033  -0.94114  -0.849
C  3.93353  -1.07912  -1.10222  -1.109
C  3.34457  -0.72283  0.29240  2.535
C  4.56015  -0.55680  1.19032  -0.898
C  7.05552  -0.84056  0.93327  -1.050
C  8.19771  -1.31829  0.09852  -0.162
C  9.52968  -0.84511  0.69635  -1.398
H  5.57261  -6.38595  3.68836  0.408
H  4.87519  -4.82601  4.26849  0.337
H  6.61974  -5.05167  3.99983  0.330
H  4.46650  -4.98233  1.83285  0.301
H  6.19523  -5.34708  1.55416  0.334
H  6.96593  -3.30264  2.15792  0.347
H  5.46073  -2.70594  2.84947  0.417
H  4.54690  -3.06983  0.34289  0.587
H  6.23756  -3.27101  -0.04190  0.512
H  5.86148  -0.00069  -1.11956  0.514
H  5.91185  -1.65730  -1.66014  0.442
H  3.52889  -0.45895  -1.89663  0.503
H  3.63636  -2.10157  -1.32998  0.407
H  2.82720  0.23035  0.22185  -2.041
H  2.61638  -1.46009  0.61211  -0.047
H  4.94432  0.45968  1.20171  0.342
H  4.49742  -1.01907  2.17122  0.401
H  7.16733  -1.19689  1.95659  0.388
H  6.98211  0.24578  0.97844  0.557
H  8.07569  -1.09594  -0.96389  0.414
H  8.24086  -2.41502  0.07142  0.214
H  10.32316  -0.85065  -0.04769  0.384
H  9.85194  -1.52651  1.48504  0.374
H  9.47601  0.15102  1.13691  0.346

The calculation puts the HOMO energy at -15.14 eV. The HOMO-LUMO gap is 0.3558 Ha. The total energy comes out at -60753.84855 eV. The calculation puts the energy above the lowest of the compared OMol25 structures with the same formula, charge and spin at 0.0 kcal/mol. The LUMO energy is -5.46 eV. The charge is +3.